[1]
C33H32N4OPt as an isolated structure, computed with ωB97M-V/def2-TZVPD.

Last column: Löwdin spin population.
Atoms and positions in Å:
Pt -0.1993 -0.3469 1.0114  0.043
C 2.1427 -0.5639 -3.3148  0.000
C 3.0489 -0.5988 -2.0850  0.000
C 3.9453 0.6088 -2.0113  0.000
C 5.2024 0.6015 -2.6022  0.000
C 6.0287 1.7156 -2.5543  0.000
C 5.5992 2.8507 -1.8869  0.000
C 4.3513 2.8946 -1.2705  0.000
C 3.9505 4.0881 -0.4398  0.000
C 4.0573 3.7872 1.0564  0.001
C 3.5203 1.7713 -1.3574  0.000
N 2.2807 1.7106 -0.6879  0.002
C 1.2619 2.2275 -1.2105  0.011
C -0.1346 1.9564 -0.6676  0.025
C -1.1688 2.9123 -1.2474  0.009
C -1.9635 2.2426 -2.0798  -0.001
C -1.4530 0.8625 -2.1202  0.008
N -0.4302 0.6699 -1.3847  0.000
H 1.5328 -1.4681 -3.3688  0.000
H 2.7349 -0.4857 -4.2306  0.000
H 1.4565 0.2834 -3.2707  0.000
H 3.6758 -1.4944 -2.1298  0.000
H 2.4377 -0.6640 -1.1809  0.000
H 5.5340 -0.2990 -3.1094  0.000
H 7.0058 1.6942 -3.0225  0.000
H 6.2432 3.7217 -1.8224  0.000
H 2.9349 4.3993 -0.6836  0.000
H 4.6012 4.9290 -0.6946  0.000
H 3.4313 2.9337 1.3244  0.000
H 3.7398 4.6421 1.6573  0.000
H 5.0890 3.5417 1.3187  0.000
H 1.2999 2.7894 -2.1535  0.001
H -1.2374 3.9595 -0.9917  0.001
H -2.8067 2.6294 -2.6337  0.000
H -1.8814 0.0537 -2.7027  0.001
N -0.3065 1.6592 0.7499  0.226
C -0.8097 2.6012 1.5954  0.217
C -1.6169 2.1435 2.7351  0.022
C -2.4748 1.0350 2.6284  0.039
C -3.2062 0.5916 3.7185  0.000
C -3.1044 1.2294 4.9508  0.046
C -2.2615 2.3268 5.0736  -0.002
C -1.5305 2.7751 3.9837  0.037
C -0.5346 4.0097 1.4617  0.049
C -1.4908 4.9996 1.8036  0.061
C -1.2432 6.3409 1.6017  0.005
C -0.0334 6.7784 1.0540  0.093
C 0.9270 5.8254 0.7305  0.003
C 0.6895 4.4770 0.9298  0.068
H -2.5400 0.5240 1.6780  0.000
H -3.8643 -0.2627 3.6015  -0.001
H -3.6743 0.8757 5.8028  0.004
H -2.1592 2.8313 6.0283  -0.001
H -0.8594 3.6173 4.0997  0.001
H -2.4457 4.6852 2.2053  0.002
H -2.0096 7.0636 1.8614  -0.002
H 0.1546 7.8329 0.8959  0.007
H 1.8874 6.1409 0.3339  -0.002
H 1.4635 3.7531 0.7277  0.004
O 0.0382 -2.4364 1.1990  -0.003
N 0.3825 -2.8430 2.3851  0.004
C 1.1313 -3.9563 2.4884  0.004
C 1.5282 -4.4284 3.7192  0.001
C 1.1444 -3.7536 4.8686  0.007
C 0.3602 -2.6180 4.7355  0.000
C -0.0086 -2.1629 3.4886  0.007
H 1.3928 -4.4006 1.5404  0.000
H 2.1476 -5.3134 3.7577  0.000
H 1.4572 -4.0995 5.8448  0.000
H 0.0368 -2.0510 5.5976  0.000
H -0.5393 -1.2380 3.2353  0.001

Output
gap between HOMO and LUMO (alpha / beta)	4.35 / 5.12	eV
HOMO level (alpha / beta)	-1.7 / -2.5	eV
charge	-1
<S²>	0.771
energy above the lowest of the compared OMol25 structures with the same formula, charge and spin	2.971	eV
multiplicity	2

---

[2]
C33H32N7ORhSe as an isolated structure at a distorted geometry, computed with ωB97M-V/def2-TZVPD.

Last column: Löwdin charge in e.
Atoms and positions in Å:
Rh 0.2895 -0.0465 -0.1743  1.020
C 0.1216 -4.1427 -1.4972  -0.036
C -0.1981 -4.8682 -0.3410  -0.027
C -0.1015 -4.2357 0.8655  0.023
C 0.2464 -2.8614 0.9356  -0.313
N 0.4328 -2.1314 -0.2195  -0.005
C 0.4204 -2.8042 -1.3792  -0.142
N 0.4293 -2.3663 2.1415  0.178
C 0.6730 -1.1373 2.5160  -0.241
N 0.6802 -0.0409 1.6702  -0.040
C 0.9564 1.0845 2.4284  -0.254
N 0.9497 2.3169 1.9741  0.174
C 0.3967 2.7820 0.8700  -0.334
C 0.3285 4.1928 0.7272  0.021
C -0.3945 4.7502 -0.2898  -0.028
C -1.0625 3.9085 -1.1837  -0.030
C -0.9175 2.5477 -1.0335  -0.139
N -0.1875 1.9705 -0.0740  -0.013
C 1.1406 0.6992 3.7916  -0.094
C 1.3574 1.4323 4.9563  0.016
C 1.3523 0.7482 6.1560  -0.037
C 1.1520 -0.6369 6.2111  -0.035
C 0.9575 -1.3803 5.0651  0.021
C 0.9375 -0.7041 3.8473  -0.093
H 0.1360 -4.6185 -2.4628  0.113
H -0.4919 -5.9035 -0.4051  0.123
H -0.2826 -4.7398 1.8007  0.125
H 0.6819 -2.2352 -2.2647  0.102
H 0.8243 4.7916 1.4724  0.121
H -0.4745 5.8200 -0.3852  0.122
H -1.6705 4.3088 -1.9766  0.118
H -1.4334 1.8814 -1.7131  0.109
H 1.5051 2.4993 4.9212  0.122
H 1.4858 1.2860 7.0817  0.117
H 1.1301 -1.1207 7.1762  0.118
H 0.7989 -2.4442 5.1045  0.123
C 0.6752 0.4838 -8.7240  -0.023
C 0.2912 0.2689 -7.3080  -0.220
C -0.6538 -0.6886 -6.9386  0.018
C -1.0171 -0.8940 -5.6233  -0.184
C -2.0624 -1.9216 -5.3231  -0.034
C -0.3787 -0.1270 -4.6003  -0.095
C -0.7135 -0.3900 -3.2383  -0.150
O -0.1250 0.0388 -2.2263  -0.230
C 0.5726 0.8661 -4.9750  -0.170
C 1.2489 1.7273 -3.9667  -0.046
C 0.8735 1.0478 -6.3068  0.012
H 0.2446 -0.2654 -9.3801  0.087
H 1.7597 0.4730 -8.8281  0.097
H 0.3315 1.4664 -9.0488  0.103
H -1.1183 -1.2829 -7.7106  0.125
H -2.3658 -2.4324 -6.2329  0.090
H -2.9501 -1.4514 -4.9014  0.099
H -1.7068 -2.6738 -4.6219  0.082
H -1.5801 -1.0508 -3.0919  0.136
H 0.5469 2.1270 -3.2391  0.067
H 1.7625 2.5528 -4.4503  0.094
H 1.9923 1.1433 -3.4192  0.000
H 1.5879 1.8080 -6.5879  0.129
C 4.6926 -2.0888 -1.1512  -0.009
N 5.0886 -0.9719 -0.3384  -0.112
C 6.2518 -0.8727 0.3562  0.008
C 6.2702 0.3506 0.9552  0.010
N 5.1184 0.9894 0.6189  -0.108
C 4.7444 2.3285 0.9935  -0.009
C 4.3909 0.1694 -0.1677  -0.608
Se 2.8006 0.6201 -1.0221  0.961
H 5.5816 -2.6211 -1.4801  0.110
H 4.1442 -1.7286 -2.0214  0.075
H 4.0566 -2.7727 -0.5864  0.108
H 6.9833 -1.6541 0.3662  0.144
H 7.0193 0.7982 1.5769  0.144
H 5.6291 2.8810 1.3046  0.110
H 4.0218 2.3137 1.8134  0.100
H 4.2922 2.8317 0.1367  0.081

Output
gap between HOMO and LUMO (alpha / beta)	5.28 / 5.29	eV
HOMO level (alpha / beta)	-13.0 / -13.0	eV
charge	+2
multiplicity	1

---

[3]
C33H32NO3Sc as an isolated structure at a distorted geometry, computed with ωB97M-V/def2-TZVPD.

Last column: Löwdin charge in e.
Atoms and positions in Å:
C 0.7910 1.3517 -2.0351  -0.122
C 2.0765 1.1563 -1.4860  -0.130
C 2.2837 -0.2481 -1.4332  -0.212
H 2.7505 1.9419 -1.1658  0.113
C 1.0664 -0.9348 -1.8824  -0.201
C 0.1750 0.0853 -2.2626  -0.134
H -0.8132 -0.0417 -2.6636  0.108
H 0.3566 2.2902 -2.3467  0.094
H 3.2318 -0.7061 -1.2763  0.079
H 0.9459 -2.0109 -2.0228  0.096
C -0.6745 -0.7954 2.2317  -0.190
C -1.1877 0.5037 2.0453  -0.136
C -1.9224 0.4848 0.8070  -0.132
H -0.9618 1.3803 2.6470  0.100
C -1.7634 -0.7708 0.1790  -0.170
C -1.0243 -1.6113 1.0849  -0.197
H -0.9515 -2.7197 1.0187  0.103
H -0.0135 -1.0805 3.0454  0.097
H -2.5236 1.3028 0.4193  0.104
H -2.3551 -1.1277 -0.6651  0.110
Sc 0.6264 -0.0356 0.2794  0.917
O 1.6259 -1.3267 1.1044  -0.279
C 2.7757 -2.1341 1.2902  -0.216
C 2.5783 -3.1699 0.2117  0.115
H 3.6677 -1.5258 0.9973  0.137
H 2.8931 -2.6512 2.2725  0.129
H 2.6673 -2.7791 -0.8218  0.124
H 2.5802 -4.9895 -1.6134  0.141
C 2.2854 -5.3610 -0.6101  0.020
C 2.0568 -4.4122 0.4161  -0.211
C 1.5179 -4.8669 1.6727  0.029
H 1.1821 -4.1312 2.3871  0.125
C 1.3875 -6.2155 1.9115  -0.049
H 1.0293 -6.5682 2.8799  0.119
C 1.8161 -7.1700 0.9701  -0.018
H 1.9037 -8.2300 1.2228  0.121
C 2.1533 -6.7296 -0.3291  -0.045
H 2.4147 -7.4672 -1.1163  0.122
C -4.5811 4.0083 -2.6540  -0.056
C -3.2014 4.2824 -3.1130  -0.258
C -2.7759 3.7487 -4.3252  -0.072
C -1.4761 3.9554 -4.7662  -0.096
C -0.5259 4.4842 -3.8954  -0.059
C -0.9323 4.9589 -2.6470  -0.207
N 0.1037 5.3112 -1.7715  0.091
C -0.0326 5.4906 -0.3774  -0.220
C 0.0718 6.7512 0.1600  -0.049
C -0.0738 6.9753 1.5195  -0.091
C -0.3758 5.9712 2.4198  -0.075
C -0.4433 4.6927 1.9006  -0.030
C -0.1890 4.4361 0.5684  -0.048
C -0.2645 2.9893 0.1242  -0.549
O -1.1458 2.7358 -0.7098  0.024
O 0.5083 2.0618 0.6070  -0.133
C -2.3283 5.0342 -2.3293  -0.162
C -2.8800 5.8376 -1.1899  -0.033
H -4.6125 3.6861 -1.6102  0.088
H -5.2110 4.8948 -2.6512  0.076
H -5.0641 3.2790 -3.2978  0.074
H -3.4657 3.1066 -4.8670  0.101
H -1.1450 3.5677 -5.7345  0.099
H 0.5245 4.5838 -4.1845  0.110
H 1.0350 5.4909 -2.1459  0.147
H 0.2647 7.5702 -0.5109  0.114
H 0.0383 7.9722 1.9105  0.096
H -0.6283 6.1699 3.4484  0.101
H -0.6789 3.8558 2.5317  0.107
H -2.9421 5.2047 -0.2931  0.093
H -2.2914 6.7193 -0.9039  0.076
H -3.8968 6.1990 -1.4065  0.079

Output
gap between HOMO and LUMO (alpha / beta)	3.55 / 3.53	eV
HOMO level (alpha / beta)	-6.8 / -6.8	eV
energy above the lowest of the compared OMol25 structures with the same formula, charge and spin	1.931	eV
multiplicity	1